{"formula": "C52H71GeKN4O6P2", "method": "ωB97M-V/def2-TZVPD", "relative_energy_kj_mol": 0.0, "total_charge": -1, "homo_lumo_gap_ev": [5.08, 5.10], "e_lumo_ev": [1.91, 1.90], "homo_energy_ev": [-3.175, -3.195], "multiplicity": 2, "species": ["K", "C", "C", "C", "N", "C", "C", "C", "C", "C", "C", "C", "N", "C", "C", "C", "N", "C", "C", "C", "C", "C", "C", "C", "N", "C", "C", "H", "H", "H", "H", "H", "H", "H", "H", "H", "H", "H", "H", "H", "H", "H", "H", "H", "H", "H", "H", "H", "H", "H", "H", "H", "H", "C", "C", "C", "O", "P", "O", "C", "P", "O", "O", "C", "C", "C", "O", "C", "C", "C", "O", "C", "C", "C", "H", "H", "H", "H", "H", "H", "H", "H", "H", "H", "H", "H", "H", "H", "H", "H", "H", "H", "H", "H", "H", "H", "H", "H", "H", "H", "H", "H", "H", "H", "C", "Ge", "C", "C", "C", "C", "C", "C", "C", "C", "C", "C", "C", "C", "C", "C", "C", "C", "H", "H", "H", "H", "H", "H", "H", "H", "H", "H", "H", "H", "H", "H", "H"], "xyz": [[-0.5479, 1.0330, -0.6272], [-0.0897, 4.0857, 1.4793], [-1.5159, 3.5872, 1.3092], [-2.1653, 4.0117, -0.0116], [-1.3966, 3.5154, -1.1286], [-1.8121, 3.7098, -2.3400], [-3.0571, 4.3591, -2.6462], [-3.5772, 4.8704, -3.8190], [-3.0254, 4.9764, -5.0870], [-1.7671, 4.4863, -5.4460], [-0.8777, 3.7093, -4.7487], [-0.9344, 3.1181, -3.4315], [-0.2158, 2.1017, -3.0874], [0.6590, 1.4665, -4.0411], [1.5544, 0.4046, -3.3890], [2.7465, 0.9799, -2.6219], [2.4065, 1.2437, -1.2383], [3.2421, 1.9350, -0.5128], [4.5021, 2.3896, -1.0241], [5.5392, 3.1237, -0.4919], [5.7234, 3.6580, 0.7764], [4.8212, 3.5129, 1.8201], [3.5943, 2.8883, 1.8713], [2.7882, 2.1879, 0.9104], [1.6223, 1.6896, 1.2031], [1.0201, 1.9864, 2.4874], [0.6146, 3.4652, 2.6843], [0.4751, 3.8648, 0.5723], [-0.1050, 5.1757, 1.5837], [-1.5431, 2.4957, 1.3989], [-2.1206, 3.9493, 2.1530], [-3.1971, 3.6259, -0.0279], [-2.2494, 5.1108, -0.0362], [-3.7017, 4.4998, -1.7862], [-4.5716, 5.3015, -3.7112], [-3.5979, 5.4985, -5.8446], [-1.4490, 4.7274, -6.4585], [0.0051, 3.4358, -5.3126], [0.0757, 1.0120, -4.8570], [1.3312, 2.1920, -4.5240], [0.9997, -0.2022, -2.6684], [1.9084, -0.2671, -4.1783], [3.5980, 0.2830, -2.6844], [3.0672, 1.8987, -3.1323], [4.6903, 2.0912, -2.0448], [6.3573, 3.2946, -1.1884], [6.6389, 4.2051, 0.9682], [5.1277, 3.9583, 2.7649], [3.1520, 2.9250, 2.8567], [0.1159, 1.3694, 2.5587], [1.6506, 1.6849, 3.3409], [-0.0346, 3.5218, 3.5682], [1.5002, 4.0599, 2.9079], [-0.3519, -5.2131, 0.4305], [-0.8675, -3.8423, 0.0621], [-1.5107, -3.7858, -1.3090], [-1.8507, -3.4737, 1.0814], [-2.1753, -1.9337, 1.3078], [-1.0957, -1.0589, 0.8286], [-3.7900, -1.6151, 0.5630], [-3.9709, 0.0812, -0.0503], [-3.0570, 0.3906, -1.1503], [-3.7640, 0.9932, 1.2185], [-4.7618, 1.2926, 2.2254], [-4.0418, 1.2920, 3.5564], [-5.3963, 2.6269, 1.8916], [-5.5190, 0.2239, -0.3483], [-6.1685, 0.1985, -1.6503], [-5.5480, 1.1734, -2.6338], [-6.2028, -1.2254, -2.1668], [-2.5236, -1.8732, 2.8513], [-1.4337, -2.1767, 3.7790], [-1.1898, -0.9519, 4.6324], [-1.8348, -3.4071, 4.5629], [0.3993, -5.5235, -0.2959], [-1.1666, -5.9404, 0.4347], [0.1127, -5.1998, 1.4163], [-0.0577, -3.1146, 0.1112], [-2.3835, -4.4408, -1.3484], [-0.7891, -4.1173, -2.0560], [-1.8081, -2.7664, -1.5631], [-4.5818, -1.8602, 1.2718], [-3.8923, -2.2780, -0.2991], [-5.5210, 0.5038, 2.2063], [-3.2330, 2.0234, 3.5362], [-3.6171, 0.3115, 3.7595], [-4.7367, 1.5539, 4.3562], [-4.6371, 3.4091, 1.9135], [-6.1719, 2.8642, 2.6218], [-5.8419, 2.6036, 0.8987], [-7.1827, 0.5278, -1.4136], [-4.5486, 0.8633, -2.9312], [-5.4629, 2.1722, -2.2084], [-6.1885, 1.2296, -3.5156], [-5.1951, -1.5630, -2.4201], [-6.8053, -1.2698, -3.0742], [-6.6319, -1.9028, -1.4282], [-0.5338, -2.3874, 3.1955], [-2.0692, -0.7257, 5.2383], [-0.9581, -0.0907, 4.0069], [-0.3438, -1.1296, 5.2976], [-2.7480, -3.2129, 5.1277], [-1.0418, -3.6749, 5.2618], [-2.0085, -4.2461, 3.8901], [1.8316, -1.6088, 1.9989], [2.5431, -1.3145, 0.1752], [4.4433, -0.8868, 0.3184], [5.3218, -1.2061, -0.7160], [6.6561, -0.8273, -0.6613], [7.1305, -0.1133, 0.4286], [6.2691, 0.2162, 1.4642], [4.9384, -0.1701, 1.4089], [2.5495, -3.0852, -0.7754], [1.9982, -3.1641, -2.0303], [1.9679, -4.3778, -2.7594], [2.4812, -5.5176, -2.2178], [3.0660, -5.4960, -0.9275], [3.6041, -6.6701, -0.3444], [4.1750, -6.6381, 0.8935], [4.2435, -5.4214, 1.6060], [3.7296, -4.2766, 1.0682], [3.1125, -4.2745, -0.2100], [2.6243, -1.5171, 2.7439], [1.3969, -2.6083, 2.0652], [1.0680, -0.8593, 2.1850], [4.9593, -1.7599, -1.5756], [7.3247, -1.0819, -1.4754], [8.1665, 0.2021, 0.4630], [6.6257, 0.8019, 2.3023], [4.2720, 0.1147, 2.2140], [1.5740, -2.2753, -2.4803], [1.5309, -4.3948, -3.7515], [2.4560, -6.4534, -2.7654], [3.5577, -7.5974, -0.9041], [4.5852, -7.5408, 1.3286], [4.7155, -5.3961, 2.5800], [3.8039, -3.3436, 1.6102]], "forces_ev_per_angstrom": [[0.819, 0.136, -0.031], [-0.019, -0.055, 0.025], [-0.089, 0.035, -0.012], [0.040, -0.017, 0.011], [-0.024, -0.067, 0.085], [-0.011, 0.003, -0.097], [-0.036, 0.016, 0.056], [-0.013, -0.009, 0.015], [-0.040, 0.028, -0.062], [-0.056, 0.033, -0.001], [0.086, -0.024, 0.010], [-0.127, -0.012, -0.060], [0.003, 0.065, 0.204], [0.031, -0.024, 0.028], [0.004, 0.118, 0.026], [-0.042, -0.030, -0.018], [0.013, 0.129, 0.014], [0.011, -0.097, 0.074], [-0.013, -0.018, -0.038], [0.003, 0.001, -0.017], [0.047, 0.019, 0.006], [-0.006, 0.015, -0.003], [-0.012, -0.015, 0.086], [0.084, -0.058, -0.091], [-0.080, 0.123, 0.010], [-0.022, 0.031, 0.021], [0.019, -0.021, -0.038], [0.006, 0.021, -0.010], [0.001, 0.005, 0.008], [-0.006, -0.020, -0.087], [-0.054, 0.046, -0.053], [-0.019, -0.005, -0.003], [-0.007, 0.013, -0.018], [0.019, -0.007, -0.005], [0.006, -0.001, 0.001], [0.005, -0.002, -0.001], [-0.003, 0.002, 0.000], [0.008, -0.007, 0.005], [-0.035, -0.008, 0.006], [0.009, -0.014, -0.026], [-0.251, -0.065, -0.149], [0.070, 0.008, 0.010], [0.018, -0.004, 0.026], [0.008, -0.008, -0.016], [-0.016, -0.003, -0.009], [-0.002, 0.003, 0.002], [-0.003, -0.001, 0.002], [0.004, -0.003, -0.006], [-0.006, -0.013, -0.003], [-0.008, -0.008, 0.002], [-0.002, -0.021, -0.009], [0.001, 0.006, 0.003], [0.000, -0.003, 0.015], [-0.061, 0.019, -0.019], [0.069, -0.033, -0.054], [0.043, -0.025, 0.040], [-0.072, 0.052, 0.002], [-0.036, -0.101, -0.066], [-0.123, -0.011, 0.193], [0.010, -0.004, -0.066], [-0.003, -0.026, 0.085], [-0.116, -0.201, 0.001], [0.091, 0.006, -0.046], [-0.048, -0.014, 0.001], [-0.032, 0.010, -0.007], [0.031, -0.024, 0.017], [-0.111, 0.078, 0.079], [0.008, 0.057, -0.081], [0.008, -0.026, 0.037], [0.058, 0.001, -0.050], [0.020, -0.015, -0.011], [0.046, 0.010, 0.032], [-0.014, -0.054, 0.000], [-0.004, 0.043, -0.017], [0.002, -0.007, -0.004], [-0.005, -0.012, -0.007], [0.020, 0.009, 0.024], [-0.017, -0.005, 0.012], [-0.028, -0.018, -0.005], [-0.018, 0.004, -0.008], [-0.006, 0.026, -0.004], [0.008, 0.011, 0.031], [-0.003, -0.002, 0.005], [0.019, 0.013, -0.007], [0.007, 0.028, 0.004], [-0.003, -0.023, -0.004], [0.005, 0.003, 0.006], [0.006, 0.024, -0.001], [-0.001, 0.006, 0.007], [-0.022, -0.004, -0.015], [0.018, -0.053, 0.016], [-0.020, -0.004, -0.034], [-0.013, 0.036, 0.032], [0.007, 0.009, -0.014], [0.010, 0.017, 0.001], [-0.012, -0.022, -0.012], [-0.018, -0.004, 0.014], [-0.033, 0.027, 0.003], [-0.003, 0.000, 0.013], [0.013, 0.011, -0.015], [0.005, 0.000, 0.004], [-0.011, 0.003, 0.016], [0.007, -0.011, 0.016], [0.006, -0.008, -0.008], [0.042, 0.006, 0.005], [-0.094, 0.080, -0.117], [0.006, -0.014, 0.064], [-0.002, 0.009, 0.015], [-0.016, -0.038, -0.057], [0.056, 0.030, 0.016], [0.012, 0.023, 0.029], [0.001, -0.020, -0.030], [0.011, 0.029, -0.009], [0.043, -0.097, 0.037], [-0.030, 0.049, -0.019], [-0.001, -0.035, -0.038], [0.016, -0.016, 0.000], [-0.008, -0.012, -0.028], [0.019, 0.008, 0.044], [0.011, -0.026, 0.006], [0.015, 0.000, -0.004], [-0.019, 0.011, 0.008], [0.026, 0.005, 0.018], [-0.021, -0.034, 0.004], [-0.046, 0.012, 0.052], [-0.004, -0.015, -0.030], [-0.005, -0.001, -0.003], [-0.001, -0.003, 0.003], [-0.004, 0.001, 0.007], [-0.002, 0.009, 0.020], [-0.011, 0.029, -0.028], [0.001, 0.006, 0.005], [0.003, -0.005, 0.002], [-0.008, -0.008, -0.017], [0.004, -0.010, 0.004], [0.002, 0.003, 0.008], [0.005, 0.009, 0.013]]}